<P>
The following is a DFT calculation (the ωB97M-V functional and the def2-TZVPD basis) of the molecule C6H11P.

Values from the calculation:
HOMO-LUMO gap (spin up / spin down) ... 4.88 / 5.84 eV
⟨S²⟩ ... 2.0060
HOMO energy (spin up / spin down) ... -3.886 / -9.131 eV
2S+1 ... 3
Net charge ... 0
LUMO level (spin up / spin down) ... 0.99 / -3.30 eV

Bonds (Å) are listed after each position.
CARTESIAN COORDINATES (ANGSTROEM)
1 C 1.21002 -0.91788 0.38303  C2 1.571, C4 1.484, H8 1.118, H9 1.104
2 C -0.20959 -1.58991 0.33539  C1 1.571, C5 1.559, H10 1.133, H11 0.995
3 C -0.00237 -0.03766 -1.45487  C4 1.543, C5 1.504, H12 1.160, H13 1.086
4 C 0.56866 0.34028 -0.07219  C1 1.484, C3 1.543, C5 1.575, C6 1.495
5 C -0.85990 -0.29855 -0.24667  C2 1.559, C3 1.504, C4 1.575, P7 1.868
6 C 0.86752 1.73471 0.37696  C4 1.495, H14 1.214, H15 1.127, H16 1.125
7 P -2.58800 0.40441 -0.14810  C5 1.868, H17 1.354, H18 1.440
8 H 1.72570 -0.96985 1.37403  C1 1.118
9 H 1.93942 -1.22510 -0.38621  C1 1.104
10 H -0.11981 -2.33022 -0.51724  C2 1.133
11 H -0.58673 -2.03831 1.14017  C2 0.995
12 H -0.38316 0.88184 -2.05097  C3 1.160
13 H 0.64239 -0.68865 -2.03711  C3 1.086
14 H 2.06918 1.74321 0.55276  C6 1.214
15 H 0.27726 1.79192 1.33530  C6 1.127
16 H 0.54495 2.62818 -0.22553  C6 1.125
17 H -2.14318 1.19892 0.85340  P7 1.354
18 H -2.95236 -0.62733 0.78783  P7 1.440

Löwdin population analysis, charges in e, atoms 1 to 5: -0.12 -0.12 -0.12 -0.46 -0.57

***

<Q>
The following is a DFT calculation (the ωB97M-V functional and the def2-TZVPD basis) of the molecule C6H11P.

Values from the calculation:
HOMO-LUMO gap (spin up / spin down) ... 7.29 / 7.72 eV
⟨S²⟩ ... 2.0189
HOMO energy (spin up / spin down) ... -6.123 / -8.773 eV
2S+1 ... 3
Net charge ... 0
LUMO level (spin up / spin down) ... 1.17 / -1.05 eV

Bonds (Å) are listed after each position.
CARTESIAN COORDINATES (ANGSTROEM)
1 C -0.31191 0.88480 -1.59065  C2 1.293, C3 1.502, H8 1.089
2 C 0.75500 1.25890 -0.96354  C1 1.293, H9 1.062
3 C -1.33384 -0.06998 -1.04282  C1 1.502, P7 1.866, H10 1.095, H11 1.094
4 C 0.36931 0.03070 1.22238  C5 1.490, P7 1.774, H12 1.084
5 C -0.19235 1.08708 2.11098  C4 1.490, H13 1.090, H14 1.092, H15 1.086
6 C 0.61799 -2.04680 -0.57808  P7 1.847, H16 1.088, H17 1.089, H18 1.088
7 P -0.67344 -1.11276 0.35606  C3 1.866, C4 1.774, C6 1.847
8 H -0.57420 1.24227 -2.58487  C1 1.089
9 H 1.55441 1.94362 -1.10725  C2 1.062
10 H -2.20378 0.49095 -0.68654  C3 1.095
11 H -1.69457 -0.75833 -1.81269  C3 1.094
12 H 1.34165 -0.35403 1.50744  C4 1.084
13 H 0.51834 1.90558 2.22390  C5 1.090
14 H -0.39598 0.68921 3.10770  C5 1.092
15 H -1.11954 1.48080 1.70480  C5 1.086
16 H 0.21167 -2.35637 -1.53865  C6 1.088
17 H 0.90675 -2.93494 -0.01879  C6 1.089
18 H 1.48521 -1.40862 -0.73601  C6 1.088

Löwdin population analysis, charges in e, atoms 1 to 5: -0.27 0.08 -0.39 -0.43 -0.18

***

<R>
The following is a DFT calculation (the ωB97M-V functional and the def2-TZVPD basis) of the molecule C6H11P.

Values from the calculation:
HOMO-LUMO gap (spin up / spin down) ... 8.18 / 7.84 eV
⟨S²⟩ ... 2.0072
HOMO energy (spin up / spin down) ... -7.034 / -9.318 eV
2S+1 ... 3
Net charge ... 0
LUMO level (spin up / spin down) ... 1.15 / -1.48 eV

Bonds (Å) are listed after each position.
CARTESIAN COORDINATES (ANGSTROEM)
1 C -0.71771 -0.60431 0.76670  C3 1.564, C4 1.510, P7 2.107
2 C -0.11087 1.28725 -0.02941  C3 1.577, C4 1.534, H8 1.040, H9 1.189
3 C -1.31632 0.32090 -0.34329  C1 1.564, C2 1.577, C5 1.520, H10 1.064
4 C 0.41170 0.35207 1.06796  C1 1.510, C2 1.534, C6 1.522, H11 1.028
5 C -1.28874 -0.31301 -1.72411  C3 1.520, H12 1.078, H13 1.051, H14 1.093
6 C 1.79548 -0.22458 0.80648  C4 1.522, H15 1.151, H16 1.160, H17 1.103
7 P -1.20454 -2.63684 1.03604  C1 2.107, H18 1.484
8 H 0.53968 1.42292 -0.82981  C2 1.040
9 H -0.61877 2.32701 0.24206  C2 1.189
10 H -2.29399 0.71335 -0.19416  C3 1.064
11 H 0.30044 0.63512 2.04973  C4 1.028
12 H -2.06887 -1.05536 -1.77608  C5 1.078
13 H -0.42807 -0.88241 -1.92174  C5 1.051
14 H -1.76660 0.38061 -2.42143  C5 1.093
15 H 1.84289 -0.40263 -0.32925  C6 1.151
16 H 2.05689 -1.24914 1.28333  C6 1.160
17 H 2.57875 0.46670 1.15939  C6 1.103
18 H -0.64545 -2.83778 2.39588  P7 1.484

Löwdin population analysis, charges in e, atoms 1 to 5: -0.33 -0.12 -0.36 -0.41 -0.09

***

Of them, <P> has the lowest stability.

***

<P>
The following is a DFT calculation (the ωB97M-V functional and the def2-TZVPD basis) of the molecule C6H11NOS.

Values from the calculation:
HOMO-LUMO gap ... 9.27 eV
HOMO energy ... -8.597 eV
2S+1 ... 1
Net charge ... 0
LUMO level ... 0.67 eV

Bonds (Å) are listed after each position.
CARTESIAN COORDINATES (ANGSTROEM)
1 C 1.09115 -2.37629 -0.46810  C2 1.205, H10 1.019
2 C 0.29440 -1.53307 -0.14267  C1 1.205, C6 1.413
3 C -1.68373 -0.32364 -0.94500  C6 1.605, H11 1.110, H12 1.098, H13 1.188
4 C -1.27194 -1.01989 1.59916  C6 1.562, H14 1.149, H15 1.125, H16 1.037
5 C 2.33141 1.95038 -0.39953  S9 1.847, H17 1.067, H18 1.082, H19 1.061
6 C -0.63797 -0.54726 0.25214  C2 1.413, C3 1.605, C4 1.562, N7 1.617
7 N 0.25131 0.76899 0.55644  C6 1.617, S9 1.710, H20 0.982
8 O 0.31379 1.42244 -1.95260  S9 1.475
9 S 0.49688 1.99765 -0.60696  C5 1.847, N7 1.710, O8 1.475
10 H 1.78308 -3.09332 -0.25575  C1 1.019
11 H -1.41680 0.13618 -1.91969  C3 1.110
12 H -2.01202 -1.36136 -1.09289  C3 1.098
13 H -2.66584 0.17678 -0.50237  C3 1.188
14 H -2.17784 -1.67188 1.32675  C4 1.149
15 H -0.58404 -1.48458 2.35831  C4 1.125
16 H -1.75790 -0.20010 2.00719  C4 1.037
17 H 2.69716 2.90631 -0.70215  C5 1.067
18 H 2.54287 1.20012 -1.14971  C5 1.082
19 H 2.47823 1.87467 0.64842  C5 1.061
20 H -0.07219 1.17787 1.38899  N7 0.982

Löwdin population analysis, charges in e, atoms 1 to 5: 0.15 -0.14 -0.04 -0.03 -0.21

***

<Q>
The following is a DFT calculation (the ωB97M-V functional and the def2-TZVPD basis) of the molecule C6H11NOS.

Values from the calculation:
SMILES ... C[C@]1(C(=O)S)CCCN1
HOMO-LUMO gap ... 9.28 eV
HOMO energy ... -8.563 eV
2S+1 ... 1
Net charge ... 0
LUMO level ... 0.72 eV

Bonds (Å) are listed after each position.
CARTESIAN COORDINATES (ANGSTROEM)
1 C -1.15669 1.58475 -0.51115  C2 1.534, H10 1.146, H11 1.132, H12 1.128
2 C -0.14874 0.42896 -0.45755  C1 1.534, C3 1.818, C6 1.538, N9 1.457
3 C 0.84734 0.34428 -1.97634  C2 1.818, O4 1.171, S5 1.740
4 O 0.44406 0.90668 -2.92105  C3 1.171
5 S 2.37991 -0.45895 -1.79172  C3 1.740, H13 1.392
6 C -0.63113 -1.01629 -0.25132  C2 1.538, C7 1.485, H14 1.125, H15 1.117
7 C -0.01814 -1.57308 0.98088  C6 1.485, C8 1.576, H16 1.111, H17 1.029
8 C 0.30955 -0.22981 1.73803  C7 1.576, N9 1.441, H18 1.179, H19 1.034
9 N 0.78329 0.58887 0.65050  C2 1.457, C8 1.441, H20 1.070
10 H -1.63979 1.88932 0.48201  C1 1.146
11 H -2.05737 1.27255 -1.12179  C1 1.132
12 H -0.67563 2.53759 -0.87730  C1 1.128
13 H 2.14903 -0.75528 -0.45113  S5 1.392
14 H -0.33321 -1.66114 -1.12366  C6 1.125
15 H -1.74134 -1.10606 -0.17157  C6 1.117
16 H -0.60697 -2.29212 1.58922  C7 1.111
17 H 0.82340 -2.04434 0.62360  C7 1.029
18 H -0.64914 0.22760 2.24919  C8 1.179
19 H 1.09204 -0.26503 2.41374  C8 1.034
20 H 0.82956 1.62149 0.92740  N9 1.070

Löwdin population analysis, charges in e, atoms 1 to 5: -0.05 -0.44 -0.74 0.03 0.83

***

Of them, <P> has the lowest stability.